DFT (ωB97M-V with the def2-TZVPD basis set) results for a cluster of 2 separate species, C11H16INO4S in total in a non-equilibrium geometry.

Last columns: bonded neighbours and bond lengths (Å).
Positions of all 34 atoms, in Å:
1 C -1.8036 1.5347 -1.0885  C2 1.643, H13 1.173, H14 1.194, H15 1.188
2 C -0.2839 1.1570 -0.5927  C1 1.643, C3 1.639, H16 1.184, H17 1.194
3 C -0.2019 0.3379 0.8247  C2 1.639, I4 2.232, C5 1.639, H18 1.194
4 I -1.4852 -1.4871 0.7581  C3 2.232
5 C -0.6884 1.1771 2.1452  C3 1.639, O6 1.499, C11 1.639, H19 1.194
6 O -2.1064 1.6564 2.2150  C5 1.499, S7 1.739
7 S -2.1035 2.2534 3.8486  O6 1.739, O8 1.566, O9 1.566, O10 1.734
8 O -2.1398 1.1881 4.9958  S7 1.566
9 O -3.2974 3.1771 4.2641  S7 1.566
10 O -0.5931 3.0899 3.6907  S7 1.734, C11 1.484
11 C 0.3139 2.2599 2.8596  C5 1.639, O10 1.484, C12 1.639, H20 1.171
12 C 1.1507 3.3406 1.9544  C11 1.639, H21 1.173, H22 1.193, H23 1.170
13 H -2.4770 0.5940 -1.2808  C1 1.173
14 H -1.6806 2.0709 -2.1478  C1 1.194
15 H -2.3229 2.3506 -0.3981  C1 1.188
16 H 0.3399 2.1636 -0.6112  C2 1.184
17 H 0.2116 0.4674 -1.4320  C2 1.194
18 H 0.9002 -0.0910 0.9857  C3 1.194
19 H -0.7279 0.3154 2.9706  C5 1.194
20 H 0.9605 1.6396 3.6136  C11 1.171
21 H 2.2422 2.9277 1.8406  C12 1.173
22 H 1.2357 4.3337 2.6095  C12 1.193
23 H 0.6362 3.6575 0.9522  C12 1.170
24 C 1.8285 -4.5897 -3.4399  C25 1.391, C29 1.391, H30 1.086
25 C 2.2155 -4.0492 -2.2181  C24 1.391, C26 1.386, H31 1.084
26 C 1.5251 -2.9467 -1.7408  C25 1.386, N27 1.351, H32 1.086
27 N 0.4982 -2.3619 -2.3956  C26 1.351, C28 1.351
28 C 0.1464 -2.9077 -3.5800  N27 1.351, C29 1.386, H33 1.086
29 C 0.7731 -4.0108 -4.1371  C24 1.391, C28 1.386, H34 1.084
30 H 2.3451 -5.4547 -3.8456  C24 1.086
31 H 3.0346 -4.4765 -1.6509  C25 1.084
32 H 1.7873 -2.4905 -0.7906  C26 1.086
33 H -0.6801 -2.4181 -4.0874  C28 1.086
34 H 0.4471 -4.4086 -5.0914  C29 1.084

Values from the calculation:
- energy above the lowest of the compared OMol25 structures with the same formula, charge and spin (kcal per mole) = 72.2
- SMILES string = CC[C@H](I)[C@@H]1OS(=O)(=O)O[C@@H]1C.c1ccncc1
- LUMO level (eV) = -0.07
- HOMO energy (eV) = -9.541
- orbital gap (eV) = 9.4740
- net charge = 0

natural (NBO) population analysis, charges in e, atoms 1 to 8: atom 1 (C): -0.6488, atom 2 (C): -0.4617, atom 3 (C): -0.3218, atom 4 (I): 0.1130, atom 5 (C): -0.0131, atom 6 (O): -0.6199, atom 7 (S): 2.2459, atom 8 (O): -0.8254

---

DFT (ωB97M-V with the def2-TZVPD basis set) results for a cluster of 2 separate species, C11H16N2O in total in a non-equilibrium geometry.

Last columns: bonded neighbours and bond lengths (Å).
Positions of all 30 atoms, in Å:
1 C -1.9707 -1.9552 0.7604  C2 1.353, C5 1.540, H15 1.132
2 C -1.0009 -1.0484 1.0206  C1 1.353, C9 1.450, H16 1.153
3 C -0.6069 2.3920 0.3829  C6 1.541, N12 1.286, H17 1.090
4 C 1.2141 -0.9459 -0.5687  N13 1.296, O14 1.201
5 C -3.0022 -1.5101 -0.2931  C1 1.540, C7 1.476, H18 1.038, H19 1.129
6 C -1.6284 2.1408 -0.7427  C3 1.541, C8 1.572, H20 1.095, H21 1.089
7 C -3.1277 -0.0425 -0.3907  C5 1.476, C8 1.550, H22 1.126, H23 1.189
8 C -1.7555 0.5738 -0.7631  C6 1.572, C7 1.550, C9 1.513, H24 1.056
9 C -0.7330 0.1660 0.2741  C2 1.450, C8 1.513, N12 1.386
10 C 4.4826 0.4073 0.4125  C11 1.491, H25 1.095, H26 1.061, H27 1.186
11 C 3.5846 -0.7486 0.1304  C10 1.491, N13 1.455, H28 1.069, H29 1.102
12 N -0.2015 1.2847 0.8956  C3 1.286, C9 1.386
13 N 2.1844 -0.3599 0.0606  C4 1.296, C11 1.455, H30 0.951
14 O 1.1833 -1.7233 -1.4835  C4 1.201
15 H -2.1658 -2.9060 1.3424  C1 1.132
16 H -0.3834 -1.3309 1.9526  C2 1.153
17 H -0.4310 3.4256 0.6823  C3 1.090
18 H -2.6739 -1.8605 -1.2132  C5 1.038
19 H -3.9181 -2.0187 0.1268  C5 1.129
20 H -2.5488 2.6911 -0.5230  C6 1.095
21 H -1.3524 2.6655 -1.6561  C6 1.089
22 H -3.9462 0.2051 -1.1231  C7 1.126
23 H -3.4115 0.6257 0.5508  C7 1.189
24 H -1.4550 0.2140 -1.7093  C8 1.056
25 H 4.2477 0.8490 1.3865  C10 1.095
26 H 5.5199 0.2038 0.3237  C10 1.061
27 H 4.3990 1.1257 -0.5276  C10 1.186
28 H 3.7774 -1.1828 -0.8269  C11 1.069
29 H 3.6867 -1.6300 0.7836  C11 1.102
30 H 2.0333 0.2928 0.7355  N13 0.951

Values from the calculation:
- energy above the lowest of the compared OMol25 structures with the same formula, charge and spin (kcal per mole) = 0.0
- LUMO level (spin up / spin down) (eV) = 0.97 / -0.90
- HOMO energy (spin up / spin down) (eV) = -5.702 / -9.452
- expectation value of S² = 2.04
- multiplicity = 3
- orbital gap (spin up / spin down) (eV) = 6.6683 / 8.5543
- net charge = 0

natural (NBO) population analysis, charges in e, atoms 1 to 8: atom 1 (C): -0.1189, atom 2 (C): -0.2794, atom 3 (C): 0.0934, atom 4 (C): 0.6267, atom 5 (C): -0.4679, atom 6 (C): -0.4797, atom 7 (C): -0.3747, atom 8 (C): -0.3109

---

DFT (ωB97M-V with the def2-TZVPD basis set) results for an isolated molecule of C11H16N4 in a non-equilibrium geometry.

Last columns: bonded neighbours and bond lengths (Å).
Positions of all 31 atoms, in Å:
1 C 2.5262 -0.4349 0.1595  C4 1.337, N12 1.166
2 C 0.7119 1.1773 -0.4918  C4 1.441, C7 1.493, N13 1.268
3 C 0.4436 -1.0688 -1.1123  C4 1.505, C5 1.575, N14 1.484, H16 1.068
4 C 1.3539 -0.1091 -0.3943  C1 1.337, C2 1.441, C3 1.505
5 C -0.5113 -0.0506 -1.8427  C3 1.575, C8 1.550, C9 1.527, N13 1.430
6 C -0.5508 -0.9324 2.0198  C10 1.566, C11 1.505, N15 1.202
7 C 1.3238 2.2703 0.3204  C2 1.493, H17 1.011, H18 1.052, H19 1.100
8 C -2.0250 -0.3776 -1.9013  C5 1.550, H20 1.111, H21 1.067, H22 1.124
9 C -0.0298 0.2391 -3.2621  C5 1.527, H23 1.050, H24 1.072, H25 1.074
10 C -1.7007 -0.1345 2.7231  C6 1.566, H26 1.158, H27 1.034, H28 1.064
11 C 0.7526 -1.0138 2.7675  C6 1.505, H29 1.111, H30 1.107, H31 1.135
12 N 3.5281 -0.5433 0.7460  C1 1.166
13 N -0.3313 1.2191 -1.2109  C2 1.268, C5 1.430
14 N -0.2166 -1.8583 -0.0438  C3 1.484, N15 1.222
15 N -0.7280 -1.2237 0.8667  C6 1.202, N14 1.222
16 H 0.7347 -1.8522 -1.7780  C3 1.068
17 H 0.6278 2.8652 0.7499  C7 1.011
18 H 1.9984 2.9016 -0.1818  C7 1.052
19 H 2.0421 1.7945 1.0039  C7 1.100
20 H -2.4335 0.1779 -2.7724  C8 1.111
21 H -2.5617 -0.2093 -0.9945  C8 1.067
22 H -2.1886 -1.4781 -2.0633  C8 1.124
23 H 1.0125 0.3186 -3.3588  C9 1.050
24 H -0.5690 1.1361 -3.4926  C9 1.072
25 H -0.3460 -0.3959 -4.0688  C9 1.074
26 H -1.5067 1.0018 2.6179  C10 1.158
27 H -1.7554 -0.3810 3.7255  C10 1.034
28 H -2.6471 -0.2876 2.2622  C10 1.064
29 H 0.7983 0.0049 3.2078  C11 1.111
30 H 1.5935 -1.1594 2.0624  C11 1.107
31 H 0.6540 -1.5957 3.7367  C11 1.135

Values from the calculation:
- energy above the lowest of the compared OMol25 structures with the same formula, charge and spin (kcal per mole) = 98.1
- LUMO level (spin up / spin down) (eV) = 0.40 / -1.91
- HOMO energy (spin up / spin down) (eV) = -8.671 / -7.383
- orbital gap (spin up / spin down) (eV) = 9.0684 / 5.4721
- net charge = 0

natural (NBO) population analysis, charges in e, atoms 1 to 8: atom 1 (C): 0.1977, atom 2 (C): 0.2241, atom 3 (C): -0.1412, atom 4 (C): -0.0741, atom 5 (C): 0.0784, atom 6 (C): 0.2797, atom 7 (C): -0.6577, atom 8 (C): -0.6069

---

DFT (ωB97M-V with the def2-TZVPD basis set) results for a cluster of 2 separate species, C11H16N4 in total in a non-equilibrium geometry.

Last columns: bonded neighbours and bond lengths (Å).
Positions of all 31 atoms, in Å:
1 C -3.6277 -0.0131 -0.1980  C2 1.356, C5 1.396, H16 1.173
2 C -2.8350 -0.9228 -0.8170  C1 1.356, C6 1.443, H17 1.136
3 C -1.6901 0.7166 1.0157  C5 1.416, N14 1.333, H18 1.170
4 C 2.8724 0.3693 1.6885  N12 1.259, N13 1.365, H19 1.094
5 C -3.0810 0.8252 0.7751  C1 1.396, C3 1.416, C8 1.518
6 C -1.4353 -1.0857 -0.5044  C2 1.443, C9 1.455, N14 1.283
7 C 2.1476 0.0990 -0.3500  C10 1.474, N13 1.387, N15 1.342
8 C -3.9090 1.6887 1.7100  C5 1.518, H20 1.103, H21 1.084, H22 1.134
9 C -0.7070 -2.2450 -0.9982  C6 1.455, H23 1.048, H24 1.087, H25 1.078
10 C 1.9833 0.0800 -1.8150  C7 1.474, H26 1.078, H27 1.067, H28 1.076
11 C 4.5863 0.4143 -0.3043  N13 1.467, H29 1.126, H30 1.095, H31 1.123
12 N 1.6150 0.3081 1.7238  C4 1.259, N15 1.312
13 N 3.2978 0.3208 0.3918  C4 1.365, C7 1.387, C11 1.467
14 N -1.0285 -0.0712 0.1676  C3 1.333, C6 1.283
15 N 1.1405 0.0259 0.5333  C7 1.342, N12 1.312
16 H -4.7998 -0.0496 -0.2061  C1 1.173
17 H -3.1778 -1.7688 -1.4932  C2 1.136
18 H -1.0589 1.3535 1.7678  C3 1.170
19 H 3.5351 0.5893 2.5312  C4 1.094
20 H -3.4112 1.6362 2.6927  C8 1.103
21 H -4.2719 2.5422 1.1494  C8 1.084
22 H -4.8371 1.0639 1.8944  C8 1.134
23 H 0.1899 -2.3183 -0.4605  C9 1.048
24 H -1.2810 -3.1655 -0.9294  C9 1.087
25 H -0.3847 -1.9643 -1.9882  C9 1.078
26 H 2.8596 0.1658 -2.4363  C10 1.078
27 H 1.4226 -0.7990 -2.0424  C10 1.067
28 H 1.2248 0.8312 -1.9495  C10 1.076
29 H 5.5408 0.0482 0.1668  C11 1.126
30 H 4.4436 -0.1895 -1.2067  C11 1.095
31 H 4.6766 1.5149 -0.5089  C11 1.123

Values from the calculation:
- energy above the lowest of the compared OMol25 structures with the same formula, charge and spin (kcal per mole) = 111.6
- LUMO level (spin up / spin down) (eV) = -11.07 / -10.79
- HOMO energy (spin up / spin down) (eV) = -17.285 / -17.281
- orbital gap (spin up / spin down) (eV) = 6.2162 / 6.4863
- net charge = +2

natural (NBO) population analysis, charges in e, atoms 1 to 8: atom 1 (C): -0.1169, atom 2 (C): -0.1776, atom 3 (C): -0.0060, atom 4 (C): 0.2208, atom 5 (C): 0.0448, atom 6 (C): 0.2507, atom 7 (C): 0.4259, atom 8 (C): -0.6481

---

DFT (ωB97M-V with the def2-TZVPD basis set) results for the ion C11H16NO with charge +1 in a non-equilibrium geometry.

Last columns: bonded neighbours and bond lengths (Å).
Positions of all 29 atoms, in Å:
1 C -3.8830 -1.4854 2.3028  C2 1.368, C3 1.402, H14 1.099
2 C -3.6547 -2.1414 1.1245  C1 1.368, C4 1.416, H15 1.089
3 C -3.2389 -0.2981 2.6786  C1 1.402, C5 1.377, H16 1.007
4 C -2.6990 -1.5883 0.2386  C2 1.416, C6 1.465, H17 1.049
5 C -2.2937 0.1782 1.7984  C3 1.377, C6 1.368, H18 1.128
6 C -1.9250 -0.4031 0.6157  C4 1.465, C5 1.368, C9 1.406
7 C 1.5329 -0.0619 -1.8679  C8 1.580, N12 1.435, H19 1.215, H20 1.088
8 C 0.0708 0.2746 -2.3617  C7 1.580, O13 1.472, H21 1.146, H22 1.168
9 C -1.0695 0.2125 -0.3143  C6 1.406, O13 1.289, H23 1.066
10 C 2.3056 1.9323 -0.6840  N12 1.454, H24 1.027, H25 1.175, H26 1.157
11 C 2.3621 -0.1887 0.4478  N12 1.405, H27 1.192, H28 1.126, H29 1.117
12 N 1.8219 0.5628 -0.6089  C7 1.435, C10 1.454, C11 1.405
13 O -0.8832 -0.3731 -1.4470  C8 1.472, C9 1.289
14 H -4.6095 -1.9413 2.9892  C1 1.099
15 H -4.2821 -3.0000 0.8889  C2 1.089
16 H -3.5028 0.2279 3.4959  C3 1.007
17 H -2.7331 -1.7656 -0.7948  C4 1.049
18 H -1.6011 0.9518 2.2392  C5 1.128
19 H 1.4772 -1.2363 -1.5631  C7 1.215
20 H 2.1988 0.0407 -2.7223  C7 1.088
21 H -0.2700 1.3439 -2.5963  C8 1.146
22 H -0.0064 -0.0711 -3.4746  C8 1.168
23 H -0.5833 1.1289 -0.0677  C9 1.066
24 H 2.0126 2.4411 -1.5268  C10 1.027
25 H 1.9239 2.7042 0.1151  C10 1.175
26 H 3.4592 2.0080 -0.6454  C10 1.157
27 H 1.9785 -1.3153 0.5192  C11 1.192
28 H 3.4816 -0.0658 0.4678  C11 1.126
29 H 2.0203 0.4837 1.2710  C11 1.117

Values from the calculation:
- energy above the lowest of the compared OMol25 structures with the same formula, charge and spin (kcal per mole) = 101.0
- LUMO level (eV) = -5.20
- HOMO energy (eV) = -11.963
- orbital gap (eV) = 6.7630
- net charge = +1

natural (NBO) population analysis, charges in e, atoms 1 to 8: atom 1 (C): -0.0872, atom 2 (C): -0.2269, atom 3 (C): -0.2118, atom 4 (C): -0.0638, atom 5 (C): -0.0869, atom 6 (C): -0.2420, atom 7 (C): -0.2289, atom 8 (C): -0.1268

---

DFT (ωB97M-V with the def2-TZVPD basis set) results for the ion C11H16NO2 with charge +1 in a non-equilibrium geometry.

Last columns: bonded neighbours and bond lengths (Å).
Positions of all 30 atoms, in Å:
1 C 3.2154 0.3776 -0.0163  C2 1.513, C13 1.547, H15 1.098, H16 1.025
2 C 2.5087 1.5745 0.5825  C1 1.513, C3 1.486, H17 1.164, H18 1.051
3 C 1.2896 1.9031 -0.2010  C2 1.486, C4 1.490, H19 1.120, H20 1.162
4 C 0.3717 0.7314 -0.1294  C3 1.490, O5 1.424, C12 1.490, O14 1.341
5 O -0.9170 0.9471 -0.6953  C4 1.424, C6 1.338
6 C -1.6505 -0.1644 -0.5673  O5 1.338, C7 1.349, C10 1.518
7 C -2.8084 -0.0612 0.1173  C6 1.349, C8 1.442, N9 1.451
8 C -4.0479 -0.5671 0.6531  C7 1.442, N9 1.528, H21 1.098, H22 0.988
9 N -3.4322 0.7371 1.1568  C7 1.451, C8 1.528, H23 0.986, H24 1.112
10 C -1.1407 -1.3192 -1.4110  C6 1.518, C11 1.568, H25 1.074, H26 1.034
11 C 0.0878 -1.8287 -0.5809  C10 1.568, C12 1.481, H27 1.033, H28 1.109
12 C 0.8664 -0.6727 -0.0792  C4 1.490, C11 1.481, C13 1.535, O14 1.430
13 C 2.3778 -0.9220 0.0263  C1 1.547, C12 1.535, H29 1.046, H30 1.166
14 O 0.3059 0.0470 1.0217  C4 1.341, C12 1.430
15 H 3.4320 0.5176 -1.0840  C1 1.098
16 H 4.1386 0.1169 0.3463  C1 1.025
17 H 2.1648 1.4960 1.6914  C2 1.164
18 H 3.2633 2.3027 0.5134  C2 1.051
19 H 1.0064 2.9279 0.1527  C3 1.120
20 H 1.7209 2.0937 -1.2634  C3 1.162
21 H -4.9736 -0.3169 0.1171  C8 1.098
22 H -4.0754 -1.3400 1.2683  C8 0.988
23 H -3.8096 1.6251 0.9559  N9 0.986
24 H -2.9486 0.8839 2.1469  N9 1.112
25 H -1.8781 -2.0759 -1.6034  C10 1.074
26 H -0.7602 -0.8932 -2.2732  C10 1.034
27 H -0.2104 -2.4893 0.1549  C11 1.033
28 H 0.7974 -2.4227 -1.1927  C11 1.109
29 H 2.5365 -1.5990 -0.7553  C13 1.046
30 H 2.5692 -1.6094 0.9478  C13 1.166

Values from the calculation:
- energy above the lowest of the compared OMol25 structures with the same formula, charge and spin (kcal per mole) = 64.6
- SMILES string = C1CC[C@@]23O/C(=C4/C[NH2+]4)CC[C@]2(C1)O3
- LUMO level (eV) = -3.22
- HOMO energy (eV) = -13.092
- orbital gap (eV) = 9.8673
- net charge = +1

natural (NBO) population analysis, charges in e, atoms 1 to 8: atom 1 (C): -0.4015, atom 2 (C): -0.4005, atom 3 (C): -0.4787, atom 4 (C): 0.5391, atom 5 (O): -0.4995, atom 6 (C): 0.4208, atom 7 (C): 0.0123, atom 8 (C): -0.1589